Entry 1:
Below is a cluster of 6 separate species, C24H38N6O8 in total at a distorted geometry, with properties calculated with ωB97M-V/def2-TZVPD.

The value obtained for the relative energy (zero: lowest compared OMol25 entry of this formula, charge and spin) is 221.3 kJ/mol. The SMILES is O=[N+]([O-])c1ccccc1.O=[N+]([O-])c1ccccc1.CN(C)C=O.CN(C)C=O.CN(C)C=O.CN(C)C=O. As for the orbital gap: 8.7 eV.

Geometry as XYZ:
```
76
C24H38N6O8 (ωB97M-V/def2-TZVPD)
O 6.0406 5.5848 -11.1350
N 5.0742 4.8636 -11.1161
O 4.0178 5.1255 -11.6219
C 5.2523 3.5608 -10.3667
C 6.3132 3.3747 -9.5428
C 6.4638 2.4007 -8.6519
C 5.4696 1.5066 -8.4465
C 4.3926 1.5220 -9.3426
C 4.2890 2.4873 -10.3571
H 7.1089 4.1025 -9.6025
H 7.3498 2.3115 -8.0409
H 5.4989 0.6938 -7.7359
H 3.7049 0.7020 -9.1982
H 3.3689 2.5317 -10.9208
O 0.8837 -1.1648 -3.6798
N 0.0895 -1.2467 -2.7116
O -1.1199 -1.0720 -2.8658
C 0.6893 -1.6001 -1.4463
C 1.9683 -1.2952 -1.1567
C 2.5623 -1.6568 0.0604
C 1.8049 -2.3895 0.9612
C 0.4605 -2.8164 0.6058
C -0.0811 -2.2549 -0.5362
H 2.6416 -0.7204 -1.7753
H 3.5973 -1.4087 0.2435
H 2.0699 -2.7556 1.9421
H -0.1209 -3.3867 1.3152
H -1.1279 -2.4754 -0.6844
C -4.7652 -7.1285 5.9888
N -5.9416 -6.2829 6.5067
C -7.2288 -6.4995 5.8465
C -5.7926 -5.4187 7.5034
O -6.5803 -4.4200 7.7214
H -4.6175 -6.8934 4.9347
H -4.9661 -8.1926 6.1136
H -3.7875 -6.8824 6.4031
H -6.9607 -6.6861 4.8066
H -7.7879 -7.3716 6.1854
H -7.8145 -5.5808 5.8806
H -4.8086 -5.5474 7.9803
C 8.2968 3.5692 -1.7969
N 9.2841 4.0226 -0.8507
C 9.2028 5.4495 -0.5492
C 9.9639 3.1102 -0.1383
O 10.1058 1.9174 -0.2679
H 8.3423 4.1379 -2.7257
H 7.3013 3.6749 -1.3658
H 8.4381 2.5274 -2.0847
H 9.3206 6.0086 -1.4774
H 8.1646 5.5439 -0.2309
H 9.8464 5.6278 0.3123
H 10.7545 3.6324 0.4224
C -7.3006 1.2079 -0.3371
N -8.6781 0.6263 -0.3056
C -8.7547 -0.5815 0.5575
C -9.7814 1.2910 -0.6572
O -10.9259 0.9620 -0.3956
H -7.1801 2.1808 -0.8136
H -6.6264 0.5860 -0.9261
H -6.8829 1.4383 0.6430
H -8.8991 -0.2571 1.5880
H -9.6593 -1.1718 0.4108
H -7.9402 -1.2388 0.2531
H -9.5677 2.2457 -1.1623
C -2.0557 0.6218 5.4827
N -2.1458 0.2503 6.8988
C -2.3848 1.4228 7.8127
C -1.5812 -0.8988 7.3278
O -1.1793 -1.7539 6.5467
H -2.8331 1.2965 5.1241
H -2.1221 -0.2697 4.8591
H -1.0731 1.0648 5.3202
H -3.2948 1.9571 7.5399
H -2.5621 1.1479 8.8525
H -1.5789 2.1410 7.6619
H -1.6246 -1.1108 8.4073
```

***

Entry 2:
Below is a structure of composition C24H39As3F5NO9P2W at a distorted geometry, with properties calculated with ωB97M-V/def2-TZVPD.

As for the charge: +1. The value obtained for the relative energy (zero: lowest compared OMol25 entry of this formula, charge and spin) is 371.3 kJ/mol. The multiplicity is 2. As for the expectation value of S²: 0.760. As for the orbital gap (alpha / beta): 6.1 / 6.1 eV.

Geometry as XYZ:
```
84
C24H39As3F5NO9P2W (ωB97M-V/def2-TZVPD)
W -0.0285 0.0393 -0.2309
C 3.4017 3.1281 -2.5879
C 2.9824 2.6775 -1.2005
O 3.8039 3.2657 -0.2129
P 3.2154 0.8559 -0.9217
O 2.6319 -0.1438 -2.0062
O 4.7657 0.5557 -1.0804
O 2.5950 0.4787 0.3883
P 1.1688 2.9576 -0.9158
O 1.0981 2.9207 0.6836
O 0.4630 4.1116 -1.4622
O 0.7239 1.4921 -1.3089
H 4.4295 2.8301 -2.7950
H 3.3354 4.2142 -2.6380
H 2.7338 2.7099 -3.3431
H 3.3454 3.2328 0.6396
H 3.0576 -0.1783 -2.8729
H 5.3233 0.8527 -0.3485
H 0.6978 3.7241 1.0436
C -3.8948 -0.7873 0.9950
As -2.1584 -1.3904 0.3704
C -2.8092 -1.7197 -1.4452
C -2.3185 -3.2100 1.0827
C -1.1874 -4.2381 0.8823
C -1.1868 -4.7140 -0.5756
C 0.2061 -3.7162 1.2673
As 1.1720 -2.2316 0.3736
C 1.6604 -3.1214 -1.3101
C 3.0100 -3.1276 1.0922
C -1.5056 -5.4637 1.7743
As -1.4010 -5.5669 3.7637
C -1.6076 -3.7549 4.4841
C 0.5432 -5.7176 4.0148
H -4.6453 -1.3740 0.4743
H -4.0204 0.2696 0.7655
H -3.9874 -0.9303 2.0694
H -3.6665 -2.3899 -1.4080
H -2.0483 -2.1416 -2.0917
H -3.1146 -0.7620 -1.8674
H -3.2462 -3.6003 0.6609
H -2.4759 -3.0786 2.1553
H -0.9939 -3.8861 -1.2603
H -2.1496 -5.1580 -0.8341
H -0.4128 -5.4682 -0.7293
H 0.9150 -4.5417 1.2140
H 0.1768 -3.3949 2.3098
H 1.6267 -4.1993 -1.1717
H 2.6840 -2.8378 -1.5468
H 1.0165 -2.8282 -2.1344
H 2.9851 -4.0862 0.5939
H 2.9693 -3.1618 2.1744
H 3.7548 -2.4402 0.7071
H -0.8575 -6.2903 1.4650
H -2.5291 -5.7756 1.5496
H -2.6564 -3.4581 4.4799
H -1.0084 -2.9929 3.9946
H -1.2902 -3.8239 5.5256
H 0.9386 -6.4832 3.3467
H 0.7214 -6.0449 5.0382
H 1.0770 -4.7816 3.8474
O 0.1034 0.4244 1.3835
N -0.2791 -0.7835 3.1805
C -1.3320 -0.3149 3.8438
C -1.3316 -0.1102 5.2150
C -0.1774 -0.3754 5.9326
C 0.9341 -0.8180 5.2351
C 0.8380 -1.0132 3.8662
H -2.1857 -0.0439 3.2296
H -2.2290 0.2454 5.7038
H -0.1368 -0.2182 7.0018
H 1.8692 -1.0220 5.7401
H 1.6880 -1.3376 3.2716
F -3.2511 4.1370 -4.5297
C -2.8580 3.4239 -3.4820
C -2.0360 2.3173 -3.6394
F -1.6235 1.9818 -4.8657
C -1.7095 1.5813 -2.5399
F -0.1662 -0.8041 -2.0037
C -2.0647 1.9286 -1.2569
O -1.6159 1.2540 -0.1599
C -2.9178 3.0177 -1.1082
F -3.3287 3.3803 0.1113
C -3.3030 3.7604 -2.2108
F -4.1028 4.8080 -2.0497
```

***

Entry 3:
Below is a structure of composition C24H39BeBrClN2O3Si, with properties calculated with ωB97M-V/def2-TZVPD.

As for the charge: +1. As for the orbital gap: 7.9 eV.

Geometry as XYZ:
```
72
C24H39BeBrClN2O3Si (ωB97M-V/def2-TZVPD)
Be -2.0238 -0.3132 0.7116
Cl -3.0046 -5.4363 5.1011
C -2.6673 -3.9919 4.2132
C -2.1664 -2.8668 4.8996
C -1.8836 -1.6983 4.2457
C -2.0943 -1.5920 2.8542
O -1.8368 -0.4786 2.2361
C -2.5986 -2.7319 2.1708
C -2.8239 -2.6706 0.7808
O -2.5982 -1.6684 0.0588
C -2.8796 -3.9312 2.8690
H -2.0075 -2.9411 5.9669
H -1.4989 -0.8384 4.7754
H -3.2236 -3.5550 0.2763
H -3.2612 -4.7894 2.3320
N -2.9347 1.0462 0.2469
C -3.4538 2.0631 0.0715
N -4.0582 3.1830 -0.1486
C -5.3797 3.4624 0.4434
C -6.1694 4.3001 -0.5509
O -5.4442 5.4562 -0.9112
C -4.2498 5.1256 -1.5862
C -3.3172 4.3469 -0.6706
H -5.2380 4.0100 1.3786
H -5.8785 2.5166 0.6493
H -7.1012 4.6339 -0.0977
H -6.4026 3.7053 -1.4433
H -3.7794 6.0611 -1.8848
H -4.4717 4.5375 -2.4857
H -2.9957 4.9673 0.1698
H -2.4422 3.9881 -1.2111
C 2.5718 2.4127 -0.4437
C 3.1884 1.0529 -0.0927
C 3.3027 1.0037 1.4372
C 4.6153 1.0126 -0.6808
Si 2.2318 -0.4580 -0.7776
Br -0.0135 0.1508 -0.3061
C 2.4137 -2.0827 0.2219
C 1.7431 -3.2617 -0.4965
C 1.8012 -2.0156 1.6278
C 3.9153 -2.4038 0.3703
C 2.2171 -0.6522 -2.6835
C 3.5051 -1.4025 -3.0855
C 1.0246 -1.4480 -3.2279
C 2.2188 0.7014 -3.4051
H 3.2353 3.1890 -0.0549
H 1.5985 2.5471 0.0311
H 2.4634 2.5840 -1.5101
H 3.8326 1.8994 1.7707
H 3.8691 0.1462 1.7943
H 2.3238 1.0019 1.9203
H 5.2029 1.8135 -0.2249
H 4.6252 1.1819 -1.7566
H 5.1367 0.0793 -0.4768
H 0.6765 -3.0901 -0.6547
H 1.8448 -4.1500 0.1322
H 2.2029 -3.4928 -1.4548
H 0.7252 -1.8413 1.5953
H 2.2489 -1.2563 2.2631
H 1.9625 -2.9824 2.1115
H 4.4315 -2.4746 -0.5863
H 4.0181 -3.3746 0.8622
H 4.4370 -1.6761 0.9891
H 3.5166 -2.4282 -2.7217
H 4.4140 -0.9086 -2.7438
H 3.5566 -1.4495 -4.1762
H 0.9673 -2.4628 -2.8425
H 1.1390 -1.5194 -4.3122
H 0.0749 -0.9501 -3.0313
H 3.1177 1.2834 -3.2135
H 1.3472 1.3056 -3.1469
H 2.1811 0.5154 -4.4812
```

***

Entry 4:
Below is a cluster of 2 separate species, C24H39ClF2N2O9PS in total at a distorted geometry, with properties calculated with ωB97M-V/def2-TZVPD.

As for the charge: +1. As for the orbital gap: 6.1 eV.

Geometry as XYZ:
```
79
C24H39ClF2N2O9PS (ωB97M-V/def2-TZVPD)
C 2.6573 -1.2049 3.1835
C 3.3095 -2.3464 2.1607
O 2.3565 -3.4304 1.8673
C 2.9263 -4.3007 0.8193
C 1.7288 -5.1768 0.0546
O 0.4056 -4.6357 0.4006
C -0.6028 -4.8676 -0.6167
C -1.1770 -3.6794 -1.5316
C -1.1902 -4.3432 -3.0659
C 0.2812 -4.6646 -3.6958
O 0.3560 -5.2187 -4.9167
C -2.8190 -3.6203 -1.1672
F -3.6194 -2.8894 -2.1675
C -3.0914 -3.1528 0.4025
C -4.6546 -2.7933 0.7327
N -2.0565 -2.1604 0.8765
P -2.3804 -1.3628 2.4247
N -0.7735 -1.3355 3.2880
O -2.7915 0.3146 2.3338
C -1.4917 -1.2546 -0.2395
C -2.6274 -0.2398 -0.7713
C -2.3323 1.3697 -0.6612
C -3.4887 2.3554 -1.3633
C -3.3513 4.0025 -1.3960
C -2.0363 4.7822 -0.7225
C -0.9143 3.7956 -0.0051
C 0.4499 4.3943 0.7030
C -1.0683 2.1316 0.0171
C -0.6866 -2.1519 -1.4105
Cl 1.1403 -1.9242 -0.9286
S -0.5818 -1.1924 -3.0660
O -0.2729 0.3411 -2.8296
O -1.8340 -1.2502 -3.9375
F 0.8441 -1.6406 -3.9840
H 3.4655 -0.7444 3.9163
H 1.8498 -1.7496 3.8492
H 2.1770 -0.3424 2.5437
H 4.3169 -2.7354 2.6468
H 3.6344 -1.7487 1.1903
H 3.5051 -3.6126 0.0545
H 3.7209 -5.0324 1.2963
H 1.9817 -5.1311 -1.0957
H 1.8298 -6.3003 0.3977
H -0.1735 -5.7900 -1.2506
H -1.5010 -5.4022 -0.0302
H -1.6847 -5.4179 -2.8813
H -1.9126 -3.8147 -3.8090
H 1.2786 -4.4821 -3.1029
H -3.2025 -4.7507 -1.2156
H -2.8877 -4.1396 1.0473
H -4.8959 -2.6569 1.8857
H -5.2836 -3.7572 0.4117
H -5.1070 -1.9173 0.0660
H -1.2070 -2.7672 1.1014
H -0.4722 -0.3166 3.3558
H -0.0338 -1.7591 2.6627
H -3.7700 0.3753 2.6229
H -0.6847 -0.6001 0.3502
H -3.0671 -0.4231 -1.8382
H -3.5689 -0.3841 -0.0458
H -4.4240 1.8559 -1.8753
H -4.1923 4.6348 -1.9333
H -1.9245 5.9541 -0.7723
H 1.3575 4.1755 -0.0374
H 0.7277 3.8558 1.7118
H 0.3671 5.5703 0.7986
H -0.2299 1.5085 0.5376
C 3.8208 8.3459 2.8367
O 3.8871 7.3967 1.7742
C 4.1175 7.9411 0.5527
O 4.2644 9.1293 0.3133
O 4.1559 6.9342 -0.3562
C 4.3925 7.3619 -1.6961
H 3.6333 7.8008 3.7658
H 4.7711 8.8803 2.9368
H 2.9957 9.0475 2.6766
H 5.3657 7.8569 -1.7770
H 3.5903 8.0241 -2.0373
H 4.4030 6.4759 -2.3368
```

***

Entry 5:
Below is a structure of composition C24H39ClKN6O7P, with properties calculated with ωB97M-V/def2-TZVPD.

The value obtained for the relative energy (zero: lowest compared OMol25 entry of this formula, charge and spin) is 3.0 kJ/mol. As for the orbital gap: 8.7 eV.

Geometry as XYZ:
```
79
C24H39ClKN6O7P (ωB97M-V/def2-TZVPD)
K 0.3695 0.3990 0.2919
C 2.0154 4.1765 1.4732
C 2.7227 3.4198 0.3483
N 1.8469 2.6344 -0.5195
C 0.9972 3.3845 -1.4414
C -0.4309 3.6079 -0.9505
N -1.2098 2.3734 -0.8860
C -2.5344 2.5749 -0.2871
C -2.5145 2.7439 1.2401
C -2.8061 1.4768 2.0534
N -1.6886 0.5431 2.1132
C -0.8764 0.5958 3.3319
C -0.1194 1.9011 3.5426
N 0.8349 2.1775 2.4742
C 1.6329 3.3806 2.7216
H 2.6902 4.9733 1.7995
H 1.1331 4.6791 1.0741
H 3.2906 4.1563 -0.2419
H 3.4527 2.7298 0.7807
H 2.4094 1.9761 -1.0420
H 1.4325 4.3668 -1.6775
H 0.9501 2.8283 -2.3838
H -0.4120 4.0382 0.0481
H -0.9160 4.3497 -1.6059
H -1.3309 2.0225 -1.8312
H -3.0250 3.4529 -0.7336
H -3.1497 1.7075 -0.5443
H -1.5452 3.1420 1.5456
H -3.2680 3.4883 1.5115
H -3.1182 1.7723 3.0654
H -3.6621 0.9649 1.6026
H -2.0039 -0.4100 1.9840
H -1.4866 0.4184 4.2302
H -0.1462 -0.2156 3.2636
H -0.8180 2.7419 3.6063
H 0.3623 1.8334 4.5306
H 1.4690 1.3828 2.4103
H 1.0538 4.0442 3.3697
H 2.5464 3.1322 3.2789
O 3.7037 -4.6745 0.7472
C 2.5032 -5.0862 0.4147
O 2.2862 -6.1991 -0.0071
C 1.3812 -4.1053 0.5611
C 0.0761 -4.3772 0.2031
Cl -0.6298 -5.7665 -0.4773
N -0.6619 -3.2704 0.4444
N 0.0980 -2.2790 0.9393
C 1.3286 -2.7598 1.0275
C 2.4278 -1.8439 1.5642
O 3.5898 -2.3079 1.5704
O 2.0776 -0.7008 1.9129
C -2.0460 -3.0302 0.2168
C -2.4182 -1.9278 -0.5399
C -3.7635 -1.6498 -0.7255
C -4.7291 -2.4764 -0.1666
C -4.3462 -3.5794 0.5834
C -3.0031 -3.8569 0.7857
H 3.6964 -3.7089 1.0972
H -1.6529 -1.3089 -0.9897
H -4.0578 -0.7924 -1.3174
H -5.7789 -2.2618 -0.3166
H -5.0975 -4.2216 1.0233
H -2.6883 -4.7012 1.3836
C 1.9456 -0.0055 -5.1809
O 1.5770 -1.0921 -4.3327
P 0.7752 -0.7231 -2.9613
O 0.4492 -2.2397 -2.4919
C -0.4413 -3.0233 -3.2929
O 1.9487 -0.3937 -1.9035
C 3.0825 -1.2729 -1.7018
H 2.1113 -0.4058 -6.1777
H 2.8639 0.4646 -4.8243
H 1.1551 0.7487 -5.2273
H -0.6839 -3.9144 -2.7203
H 0.0435 -3.3061 -4.2264
H -1.3596 -2.4698 -3.5091
H 3.5723 -0.9605 -0.7837
H 3.7664 -1.1814 -2.5443
H 2.7509 -2.3042 -1.6037
```

***

Entry 6:
Below is a cluster of 8 separate species, C24H39ClO26P in total at a distorted geometry, with properties calculated with ωB97M-V/def2-TZVPD.

As for the charge: -1. The value obtained for the relative energy (zero: lowest compared OMol25 entry of this formula, charge and spin) is 0.0 kJ/mol. As for the orbital gap: 10.4 eV.

Geometry as XYZ:
```
91
C24H39ClO26P (ωB97M-V/def2-TZVPD)
Cl 2.2983 0.2029 -0.2330
O 1.7902 -0.5560 -1.3492
O 2.7972 1.4812 -0.6733
O 1.2489 0.3231 0.7606
O 3.4080 -0.4988 0.3954
C 1.0921 3.8471 1.9414
C 0.0151 2.8719 2.3992
O -1.1822 3.6739 2.3225
C -0.9581 4.7470 1.5352
O -1.8067 5.4598 1.0985
O 0.3527 4.8639 1.2522
H 1.8553 3.4452 1.2801
H 1.6267 4.3169 2.7707
H 0.1718 2.5665 3.4284
H -0.1176 2.0184 1.7385
C -0.9097 -2.8852 -1.1345
C 0.1880 -3.1881 -0.1083
O 1.0932 -4.0286 -0.8324
C 0.7750 -4.0282 -2.1383
O 1.3798 -4.6222 -2.9762
O -0.3026 -3.2518 -2.3796
H -1.1190 -1.8180 -1.1530
H -1.7947 -3.4990 -0.9876
H -0.2101 -3.7043 0.7676
H 0.7417 -2.3354 0.2830
C 4.4871 -2.5632 -2.2523
C 3.5973 -2.1730 -3.4414
O 4.4783 -2.2851 -4.5620
C 5.7552 -2.3471 -4.1503
O 6.7003 -2.3438 -4.8818
O 5.8187 -2.4130 -2.8109
H 4.4086 -3.5968 -1.9235
H 4.4293 -1.8472 -1.4386
H 3.2976 -1.1318 -3.3380
H 2.7305 -2.8209 -3.5041
C 5.2909 0.6459 3.0271
C 4.8981 2.0047 2.4437
O 3.5552 2.2139 2.8764
C 3.2355 1.2932 3.8098
O 2.2238 1.3076 4.4392
O 4.2123 0.3851 3.9374
H 6.1936 0.7045 3.6302
H 5.3741 -0.1322 2.2728
H 4.8449 2.0134 1.3570
H 5.5642 2.7840 2.8126
C -0.6715 0.9115 -2.9039
C 0.3332 2.0403 -3.1409
O -0.3149 2.8842 -4.0977
C -1.6347 2.5925 -4.1269
O -2.4629 3.2421 -4.6803
O -1.8852 1.4490 -3.4691
H -0.7822 0.6647 -1.8508
H -0.4767 -0.0171 -3.4380
H 1.2667 1.6897 -3.5768
H 0.5851 2.6192 -2.2536
C 2.2768 -1.9577 3.6918
C 0.7681 -2.0714 3.8918
O 0.4453 -3.3641 3.3797
C 1.5785 -4.0519 3.1289
O 1.6314 -5.1602 2.7042
O 2.6719 -3.3069 3.4060
H 2.7844 -1.5294 4.5472
H 2.4880 -1.3621 2.8019
H 0.2599 -1.3465 3.2603
H 0.4390 -1.8849 4.9139
C -6.9410 -0.4827 -2.0376
C -6.4881 -0.5286 -0.5938
O -5.7502 0.6600 -0.2989
P -4.2013 0.5445 -0.0175
O -3.4069 -0.1291 -1.0495
O -4.1615 -0.1302 1.4102
C -3.2506 -1.1907 1.6768
C -1.8170 -0.7071 1.6971
O -3.7931 2.0174 0.3050
C -3.4462 2.9671 -0.7155
C -4.3596 2.9801 -1.9248
H -7.4917 0.4321 -2.2544
H -6.0618 -0.4510 -2.6881
H -7.5072 -1.3722 -2.3121
H -7.3407 -0.5758 0.0846
H -5.8901 -1.4276 -0.4239
H -3.5468 -1.6698 2.6084
H -3.3393 -1.9748 0.9145
H -1.5915 -0.1212 0.8077
H -1.6397 -0.0963 2.5864
H -1.0941 -1.5233 1.7271
H -3.4336 3.9534 -0.2586
H -2.4278 2.7455 -1.0512
H -4.0496 3.7360 -2.6423
H -4.4042 2.0032 -2.4088
H -5.3951 3.1998 -1.6402
```